(1)
Formula: C33H50F2O30
Source: the Open Molecules 2025 dataset
Level of theory: the ωB97M-V functional and the def2-TZVPD basis

Results
* SMILES string: O=C1OC[C@@H](F)O1.O=C1OC[C@@H](F)O1.CCOC(=O)OC.CCOC(=O)OC.CCOC(=O)OC.O=C1OCCO1.O=C1OCCO1.O=C1OCCO1.O=C1OCCO1.O=C1OCCO1
* relative energy (zero: lowest compared OMol25 entry of this formula, charge and spin): 0.0 kJ/mol
* Kohn-Sham gap: 9.90 eV
* E_tot: -101890.7095 eV
* highest occupied orbital energy: -10.1 eV

CARTESIAN COORDINATES (ANGSTROEM)
O -0.31850 -3.22139 -3.42873
H -3.80243 4.70918 -0.06088
H -0.35651 2.19728 -2.90561
C 2.30077 1.66813 5.23057
C 3.69964 -1.88779 -2.80496
H -2.29240 4.12607 -0.66349
H 0.15412 5.34362 -1.12047
C -0.00102 -3.18869 -4.58331
O -3.87025 4.07880 -2.07403
F -2.74159 -2.08207 -0.52444
H 0.55326 3.50212 -3.69882
O -2.75450 5.79437 -2.89006
C -2.34635 -1.02915 -1.26846
C -2.84386 0.49627 3.09347
H -0.45216 -2.98210 -7.68117
O 2.39364 -2.22254 3.26924
C 1.08913 -1.19157 1.72535
H 1.92950 -3.35930 -0.84674
F 0.38242 -3.04554 2.92711
H 0.17125 -1.46962 1.21502
H 1.58428 -3.80189 -7.03725
H 2.87548 -0.25512 -0.37514
O -0.85847 -2.93733 -5.59075
H -2.71578 -1.18789 -2.28373
C 2.96627 -0.25498 -1.45712
C 4.43725 0.05633 -1.83092
C 1.89825 -6.16873 0.43638
H -3.71608 6.66955 -1.23198
H 3.46246 6.42656 2.17648
O -4.08903 -3.76869 3.00297
O 4.19322 -2.51148 1.94596
H -3.31068 -6.14705 0.89607
H 0.22430 6.47941 0.32947
H 1.30248 -0.12280 1.76383
C -3.25302 -5.07963 1.10669
C -1.71134 0.87028 -0.23721
H -2.28165 -4.85509 1.55156
H -3.12551 -4.61659 0.12599
H 3.91700 5.05811 3.24115
C -0.87847 -0.85138 -1.38327
C 1.90397 -4.43875 -0.93253
O 4.61684 -0.91390 -2.83437
H 2.01391 -2.20618 -6.62659
H 3.11219 2.24610 5.68292
O 2.09308 6.01131 3.61303
O 2.21519 -1.79704 1.14429
C -3.39534 -4.34951 3.96433
H -1.99288 6.51196 -1.07218
C -3.61885 4.76529 -3.20365
C 1.25659 -2.96201 -6.41908
O 1.77611 0.03247 -5.53844
H 4.99143 -0.12227 -0.90889
H -0.00647 4.00144 1.03684
C 3.45623 6.04373 3.19965
C 1.06509 0.88439 -5.10197
C 0.16276 2.49161 -3.81850
O -0.55444 0.22104 -0.45153
H -0.30527 -1.70590 -1.02823
O 1.68031 4.94680 1.74909
C 1.01562 2.45519 4.94678
H -3.15405 1.52007 2.86702
H -3.42006 0.04144 3.89207
O 3.85002 -2.94673 -3.34364
C -3.19940 4.65206 -0.96468
H 1.54344 3.69536 0.15021
C 0.68569 5.66191 -0.21998
O 0.74301 -6.25634 -0.27529
C 1.12933 5.45266 2.82354
O -1.45023 0.56497 3.45600
C -1.01951 1.74597 3.95564
H -0.16991 -4.42040 -0.19548
H -2.09313 -3.82834 6.28197
C -1.55599 -3.98826 5.34599
H 2.71709 1.22055 4.32850
C -0.15014 -2.53550 -6.73576
H 0.65433 2.88244 5.88606
H 0.51996 -1.28809 3.86492
H 1.13156 3.29693 4.26570
H 4.10214 6.76367 3.69911
H 4.55927 1.07002 -2.20363
C -0.74775 2.33542 -5.03034
O 1.26809 -3.26350 -5.04343
O 2.55017 -5.04956 0.17750
H -0.61470 -3.45141 5.28059
O -2.77672 0.17179 -0.64557
C 0.46445 -4.99366 -0.87723
O 0.15266 1.40264 4.55678
O -1.58812 2.78206 4.05052
H -5.17667 -5.39359 2.16555
H -0.19096 -1.44746 -6.81680
O 2.76581 -1.60509 -1.88878
C 1.03787 -1.83928 3.08306
H 2.15415 0.92448 6.01417
H -1.38284 -5.06585 5.35033
H 2.18604 0.30483 -1.97274
H -1.74032 2.11771 -4.63821
H 1.65261 6.02209 -0.57544
O -3.73006 -5.33251 4.58243
H -0.55178 -0.46404 -2.34646
H -0.77459 3.17986 -5.71627
H 2.45737 -4.79527 -1.80195
C -4.48899 -4.58440 1.92295
O -1.65680 1.96875 0.24297
O -3.90032 4.42506 -4.31161
O -0.20485 1.14676 -5.56744
O 1.31312 1.67461 -4.03174
C 3.04016 -2.22182 2.09045
H -3.03533 0.11481 2.09056
O -0.00233 5.32618 3.22753
C -2.86688 6.04067 -1.51574
O 2.06477 -6.95296 1.33668
H -5.04902 -3.88126 1.30569
C 0.91268 4.43363 0.63969
O -2.29493 -3.62840 4.19403
H 0.02939 -5.05915 -1.86973

(2)
Formula: C33H52N3O3OsP2
Source: the Open Molecules 2025 dataset
Level of theory: the ωB97M-V functional and the def2-TZVPD basis

Results
* relative energy (zero: lowest compared OMol25 entry of this formula, charge and spin): 30.2 kJ/mol
* expectation value of S²: 6.07
* Kohn-Sham gap (alpha / beta): 4.82 / 5.65 eV
* E_tot: -66692.4205 eV
* spin multiplicity: 5
* charge: +3
* highest occupied orbital energy (alpha / beta): -13.9 / -17.4 eV

CARTESIAN COORDINATES (ANGSTROEM)
C 1.54883 -1.65675 -2.11553
C 2.28134 -1.18517 2.31933
P 1.11966 -1.90144 -0.32212
N -0.32512 -0.13281 -2.02216
H 3.10186 -1.37935 3.03626
H 1.57314 -3.70432 2.20687
H -1.06381 3.34734 2.08739
C -1.19430 -1.35277 3.32329
H -2.85399 4.49358 0.67700
H 2.28695 -0.12669 2.05561
C 2.47689 -2.08926 1.08976
H -1.23558 -2.88430 -1.72062
H 0.56270 2.76212 -1.37861
H -2.10707 1.23221 -4.49587
C -2.22737 4.40744 -0.21527
H 1.33681 -1.42607 2.82554
C 5.67462 3.31309 -1.13145
H 0.14660 4.48852 -1.31206
H -1.68431 5.36038 -0.30075
H -3.59176 -3.44847 4.13134
H 5.59902 4.41664 0.75080
H -4.81723 2.03581 -1.01185
H -0.01657 4.53033 1.23290
H -1.90339 -3.52584 3.92763
O -1.03789 -0.29044 2.63939
H 3.31736 -3.56423 2.42913
C 3.33235 2.06542 -0.12263
H -2.85044 4.32138 -1.11223
H -4.32042 -0.23979 -0.06077
H -0.10125 0.48898 -5.81825
C 4.03998 3.01535 0.62232
H 2.43066 -5.02100 -1.07554
C 0.07052 -4.59057 -0.00167
C 3.89355 1.66905 -1.39516
C 5.16246 3.65622 0.11694
C -0.37024 -3.43052 -2.11020
H -0.72703 -4.10735 0.57101
C -4.22999 0.26383 0.90974
H -2.64447 1.59367 2.72137
C 5.05167 2.31570 -1.87547
P -1.89764 1.50720 -0.09479
H -2.45081 -1.52032 5.08083
C 2.05497 1.78753 0.45909
C -1.28157 0.55680 -2.65729
C -0.27291 3.46888 -1.34197
H 3.46870 0.88818 -2.03989
H 0.78500 -5.04523 0.68629
C -3.38479 2.20924 2.18862
Os -0.49775 -0.34837 0.16670
C 0.78304 -0.62249 -2.71356
H -4.33531 2.15361 2.74328
N 1.11453 1.01368 0.44732
H -2.89296 -3.13587 2.62114
H 0.42009 2.84853 1.32120
C -1.17890 3.28558 -0.11337
H 1.78011 -4.49966 -2.65728
C 0.91085 -0.27644 -4.07954
H -0.84132 3.39864 -2.28172
H -0.39411 -5.40933 -0.57165
C -1.26541 0.72358 -4.03384
C 2.51291 -3.50739 1.67506
H 2.81933 -3.45749 -1.74074
H -5.24695 0.37111 1.32208
C 1.99796 -4.18059 -1.62871
H 6.55599 3.83444 -1.48359
C -1.80534 -1.66624 0.33676
H 3.73361 -0.69390 -0.00311
H -5.60046 2.41680 0.53189
O -2.60669 -2.46282 0.72890
C -2.37578 1.24180 -1.85956
H 2.70920 -4.28602 0.93080
C 0.68753 -3.62990 -1.00567
H -2.63814 2.21219 -2.30745
H 0.02946 -2.88615 -2.97481
H -0.68255 -4.40646 -2.49778
H 2.60984 -1.58595 -2.27248
H -4.41925 3.52679 -0.13210
H -3.31434 0.66624 -1.90821
H 1.83542 -0.56113 -4.58125
H 4.60511 -1.72028 1.13135
C -2.55406 -1.61613 3.99656
N -2.78469 -3.05099 3.64941
H 4.05631 -2.40272 -0.40993
C -3.60370 1.65274 0.77004
O -0.40412 -2.30767 3.48035
H -3.65879 -0.36642 1.59813
H 3.59766 3.24412 1.59613
C -4.64820 2.46714 -0.01784
C 3.78416 -1.71364 0.39924
H -3.06780 3.25772 2.20487
H 5.49714 2.06623 -2.84170
C -0.15381 0.30003 -4.74918
H -3.36466 -0.97149 3.64731
C -0.43086 3.51236 1.21027

(3)
Formula: C33H52N3O3P2Zn
Source: the Open Molecules 2025 dataset
Level of theory: the ωB97M-V functional and the def2-TZVPD basis

Results
* Kohn-Sham gap: 5.08 eV
* E_tot: -112668.6377 eV
* charge: +1
* highest occupied orbital energy: -8.0 eV

CARTESIAN COORDINATES (ANGSTROEM)
C -0.52097 -2.68860 2.81495
C 0.11773 -2.64955 -1.66454
H -3.08159 -0.67405 -1.77669
C -5.88209 -3.48861 -0.24714
H -4.65813 2.39004 -3.02249
H 4.05986 -2.40643 2.10935
H 0.39644 1.87065 4.44230
C -5.70664 -2.93823 2.11155
H 4.30535 -1.98578 -1.51635
H -0.64527 1.11107 -3.97541
H -4.83417 1.70301 -0.60078
O -0.20650 0.85345 1.94356
H -6.09278 -2.99209 3.12931
C 3.05742 -2.52858 0.14775
H -6.41435 -3.97286 -1.06751
C -0.18405 -0.69606 -2.94943
H -1.16505 4.03525 0.11904
H 4.35203 -4.17106 -0.29914
H 5.07452 -2.04412 0.69872
H -7.34444 -4.05127 1.24304
C -3.57488 2.53614 -2.89391
H 2.69557 -1.52282 3.36120
C -1.29730 4.32879 -0.93018
O 2.99892 1.34304 0.44506
H 3.15046 -4.58924 0.93802
H -0.24334 4.86993 -3.35634
C -4.00380 -2.19375 0.55915
C -0.58935 0.66061 -2.98119
H 2.99456 -0.81112 -1.22445
H -2.36856 4.39525 -1.15745
C -0.02506 2.06227 2.32544
C -6.39930 -3.53647 1.05254
H -4.56831 0.04628 -2.41033
H -3.95738 -1.77878 2.68064
C 0.10931 -3.45198 -2.80597
H 3.90228 -0.83155 1.25601
C 0.95220 3.39202 -1.46600
H 2.64083 -2.38165 -2.00824
C -0.00933 -1.45950 -4.13793
N -0.01922 -1.31586 -1.73061
P 1.30672 -2.11011 0.76642
C -3.74276 1.79934 -0.49512
H -4.25999 -2.77927 -1.51000
H -3.09418 -0.00627 -3.41317
H 1.08150 3.18062 -0.39889
H 1.22431 -4.80468 2.11563
H -0.51103 4.06755 4.92977
H 0.15835 -4.53178 -2.68295
C 1.57685 -4.04991 2.83105
H -3.41437 1.09509 0.27507
C 1.61200 -1.61250 3.48683
C 2.07207 0.71028 0.17744
C 0.29373 -3.26089 -0.26720
C -4.50920 -2.26337 1.87230
H -0.69498 -3.38573 0.20120
H 0.73834 -4.26381 -0.32166
H 0.58193 4.16947 3.66784
C -0.53093 3.37361 -1.85855
H -1.34250 1.93061 4.03669
H -0.02819 -0.91710 -5.07994
C -3.46940 0.13951 -2.39136
H -1.04839 4.23197 3.37050
H -0.97297 -1.70344 2.65496
H -1.65649 3.86505 -3.69825
N -1.82689 -0.83603 0.45484
H 1.53980 2.68586 -2.06606
C 4.06969 -1.90943 1.12866
H 2.67694 -4.48385 -0.78347
H 1.34059 4.40465 -1.65943
H -3.53002 2.81362 -0.13651
C 0.09684 -2.83436 -4.06000
H 2.67311 -4.04995 2.85553
H -1.04833 -3.41706 2.18694
C -3.08230 1.52682 -1.85344
H 1.15488 -0.62901 3.32030
C -0.35746 2.32299 3.79403
H 1.24013 -4.36764 3.82968
H -3.11103 2.36347 -3.87170
Zn -0.09307 0.01628 0.00743
N -0.33050 3.79287 3.96056
H 1.41892 -1.91746 4.52553
H -0.69213 -2.97490 3.86482
H 0.16006 -3.43559 -4.96157
H -0.86995 5.33749 -1.04964
C -4.68311 -2.82345 -0.50414
P -1.17157 1.58847 -1.60221
H -0.01419 3.21906 -3.97504
H -3.42680 3.57716 -2.59546
C 3.30161 -4.03768 0.00247
C -2.80724 -1.47341 0.34846
O 0.41027 3.03032 1.67451
C -0.63092 3.83927 -3.31468
C 3.24440 -1.88162 -1.23900
C 0.99437 -2.66347 2.55372

(4)
Formula: C33H52N3O6SiSn
Source: the Open Molecules 2025 dataset
Level of theory: the ωB97M-V functional and the def2-TZVPD basis

Results
* Kohn-Sham gap: 8.32 eV
* E_tot: -65532.5618 eV
* charge: +1
* highest occupied orbital energy: -11.2 eV

CARTESIAN COORDINATES (ANGSTROEM)
H 3.48850 -2.67285 -3.91736
C -2.93336 -1.48719 -1.58599
H 1.15160 -2.40356 -0.58430
H 2.39070 3.21292 -3.12004
H 0.56351 -1.69386 4.46247
H 5.11192 -0.19924 -0.79762
C -5.17290 0.04544 -2.17375
H -1.98148 -2.05053 3.86318
H -0.48717 2.86494 0.04233
C 0.20049 -1.04597 3.66090
H 1.34652 -4.36148 0.86754
H -0.56789 -0.37877 4.04057
C -3.01911 4.24290 2.29712
H -5.15424 4.50098 2.13984
H -0.94126 3.70459 2.44764
C -5.12761 -1.28857 -2.58372
H -0.01020 2.66116 -3.63659
C -1.78457 -2.33044 -1.32979
O -1.95523 0.45498 -0.58307
C 1.28691 -1.04008 -3.51674
H -5.58451 2.07561 1.93802
C -2.50087 -3.21443 2.13859
H 0.18908 4.45227 -0.31752
C 3.54739 0.03693 -3.37897
N -3.03723 -0.85896 1.76070
H 1.11353 -3.31093 2.98259
C 0.41266 3.38361 -0.28567
H 3.82252 2.34401 2.40739
H 4.87463 -0.59717 2.20391
H 4.24187 -2.39446 -2.33917
H -4.14419 -2.45924 0.95394
O -1.15281 1.15122 2.22391
H 0.76796 -0.09192 -3.37264
H 2.91203 3.40574 -1.43683
H 6.31621 0.46813 0.31596
C 0.27909 -3.02814 -0.37717
C 0.82867 2.88519 -1.66399
C -3.60828 -2.20655 1.87243
C -3.50884 1.52697 2.02190
H 0.19871 -3.76885 -1.17714
C 2.09632 3.58356 -2.13697
H 1.92727 4.65878 -2.21525
C -2.98073 -0.13100 -1.19069
H -1.19068 2.53129 -2.31802
H 3.75741 -0.17738 -4.42792
O 3.09067 1.35441 0.11289
C 2.63198 -1.03286 -2.79746
C 4.26967 0.95026 0.82520
H -4.89139 -0.10719 2.14343
C 3.98035 -0.29379 1.65765
C -4.11630 0.62345 -1.49753
Sn -0.96552 -0.38325 0.94768
H 5.50204 1.53061 -0.84433
H 1.56893 -2.07436 1.80338
C -4.33440 3.79700 2.14283
H 2.64977 -3.16409 -2.43807
H -1.67669 -3.20634 -1.97442
H 4.83624 3.00887 1.11742
H 3.18766 -0.08972 2.37904
H 3.67772 -1.12342 1.01287
C 5.37011 0.66877 -0.18909
H 5.53476 1.89420 2.30258
H 1.21316 3.22151 0.44037
H -1.02135 -3.51082 3.70986
H -2.01992 -3.45129 1.19518
N -0.89415 -2.14312 -0.42569
O 0.92099 -0.07459 0.60670
H -2.92986 -4.14782 2.50318
C 4.64066 2.12200 1.72083
H -2.82414 5.30197 2.40796
H -6.04614 0.64397 -2.40039
H -0.35817 -4.37733 1.20149
C 3.29451 -2.40053 -2.87915
H 4.49387 0.06087 -2.83804
C -0.30172 3.06142 -2.66448
H -0.54607 4.11780 -2.78453
O 2.42410 -0.79233 -1.38997
O 1.08213 1.46570 -1.60724
N -0.35878 -1.88390 2.56130
H 0.65985 -1.85377 -3.14775
Si 1.88205 0.51670 -0.57112
C -2.18412 1.99094 2.16403
H 1.02292 -0.45035 3.27007
C -4.00726 -2.03614 -2.30373
H -3.94273 -3.06655 -2.63509
C 0.77046 -2.75362 2.10514
H -5.95331 -1.72147 -3.13015
C 0.47352 -3.71286 0.96481
C -1.95916 3.36008 2.31921
H -4.13596 1.66269 -1.19571
H 3.07997 1.01879 -3.31498
C -3.83923 0.12828 1.96242
H 1.43760 -1.19678 -4.58615
C -4.57007 2.44799 2.02580
H -4.32673 -2.20623 2.69562
C -1.47488 -2.69342 3.14212

- Look up the E_tot of the third one.
  -112668.6377 eV

- What is the E_tot in the fourth record?
  -65532.5618 eV

- What is the E_tot in the first record?
  -101890.7095 eV